(1)
The following is a quantum chemistry calculation of 6 unconnected molecules or ions with the total composition C13H25NO20S4 in a non-equilibrium geometry, from OMol25.

Each line ends with the Mulliken charge.
Atoms and positions in Å:
H 1.905 5.334 -1.492  0.310
H 5.826 -1.631 0.967  0.321
O -1.414 -4.220 4.117  -0.370
O -3.656 -4.682 -3.857  -0.547
O 2.133 0.109 2.990  -0.527
H -1.356 -1.551 4.514  0.015
O -2.443 2.489 -4.492  -0.343
H -2.442 -2.938 2.958  0.086
S -3.562 -3.305 -4.205  1.180
O 5.177 4.650 -0.507  -0.549
O 4.696 5.221 1.804  -0.544
C -1.368 -2.967 6.080  -0.482
C -1.114 0.527 -4.765  -0.266
O 3.117 3.669 0.509  -0.215
H 0.381 0.680 0.568  -0.045
H 4.882 0.254 -0.170  0.267
H 1.239 3.375 -0.205  0.167
H -0.770 -3.350 -2.823  0.322
C -2.559 -2.164 -2.097  0.548
H -2.089 -3.193 6.869  0.253
H -0.703 -1.754 -3.362  0.191
S 2.968 -0.198 1.867  1.174
H -0.123 0.772 -4.388  0.290
N -1.396 -0.255 1.382  1.040
H -1.017 1.706 0.821  0.322
H 1.062 6.125 -0.166  0.306
O -2.498 -0.605 1.029  -0.584
C -1.760 1.718 -5.474  -0.407
O -2.826 2.073 -2.014  -0.523
S 4.202 4.903 0.502  1.075
O 4.147 -1.259 2.249  -0.345
O -3.769 -2.429 -2.843  -0.370
H -2.579 -2.803 -1.221  0.242
C -2.100 -2.200 4.972  -0.249
C -0.699 0.718 0.480  -0.184
H -1.223 -0.422 -5.281  0.292
H -2.971 -1.672 5.363  0.407
H 6.062 -0.753 2.440  0.276
O 3.158 6.024 0.010  -0.314
O -2.040 -2.883 -4.328  -0.343
O -4.262 0.982 -3.773  -0.524
C -1.434 -2.530 -3.124  -0.273
O -1.924 0.367 -3.574  -0.156
C 5.363 -0.885 1.611  -0.366
H -3.455 -3.731 4.267  0.294
H 1.323 4.170 1.291  0.271
O 2.377 -0.560 0.598  -0.583
C -0.849 -4.165 5.342  0.541
H -2.551 -1.099 -1.914  -0.404
C -2.510 -3.263 3.992  -0.172
O -0.801 -0.683 2.339  -0.541
H -2.415 1.496 -6.320  0.281
C 5.115 0.450 0.874  -0.397
O -0.059 -4.996 5.663  -0.586
H 5.957 1.127 0.967  0.367
H -1.106 0.658 -0.524  -0.006
C 1.918 5.502 -0.414  -0.291
O 3.991 1.002 1.563  -0.208
H -0.620 -2.321 6.532  0.303
O -4.278 -2.726 -5.283  -0.525
H -1.034 2.414 -5.903  0.289
C 1.789 4.171 0.300  -0.219
S -3.013 1.504 -3.309  1.028

Summary:
* ΔE to the lowest compared entry with this formula, charge and spin: 1.370 eV
* LUMO level: -0.3 eV
* strongest force on any atom: 2.306 eV/Å

=====

(2)
The following is a quantum chemistry calculation of a single C13H25NO5 molecule in a non-equilibrium geometry, from OMol25.

Each line ends with the Mulliken charge.
Atoms and positions in Å:
H 2.627 -3.117 0.616  0.374
N -1.759 -2.230 1.108  -0.519
C -0.569 1.485 1.091  1.464
H -3.202 -1.108 -1.749  0.324
H 2.672 -1.499 1.294  0.300
H -1.762 -2.831 -0.951  0.456
C -3.325 0.145 -0.007  -0.641
H 1.406 -1.958 0.131  -0.095
H -3.145 0.094 1.070  0.363
H 2.694 2.555 0.387  0.381
O 1.553 1.803 -1.101  -0.497
H -0.341 0.525 0.614  -0.500
H -0.985 -1.302 -0.586  -0.469
H -2.551 -2.804 1.380  0.235
H 2.231 -0.127 -3.458  0.305
O 0.599 0.412 4.032  -0.546
H 4.112 -2.404 -0.959  0.441
C -3.153 -1.229 -0.660  -1.076
H 0.587 3.378 1.181  0.357
H -3.051 1.871 -1.293  0.474
C 2.434 -0.103 -2.384  -0.832
H -1.412 3.056 -0.103  0.430
H 3.920 -0.716 -0.523  0.268
C -1.844 -1.929 -0.326  0.365
O 2.676 -1.448 -2.014  -0.458
H -0.936 -2.792 1.290  0.203
C 0.343 1.121 3.100  0.488
C -2.442 1.243 -0.641  -0.267
H -2.476 2.395 1.178  0.412
H 0.396 0.657 -2.324  0.333
H 2.229 0.873 0.648  0.111
C 3.366 -1.624 -0.785  -0.401
C -1.756 2.146 0.394  -1.415
H 3.323 0.518 -2.228  0.393
C 1.873 1.839 0.272  -0.480
H -3.986 -1.876 -0.368  0.389
O 1.194 2.010 2.542  -0.390
H -1.678 0.765 -1.262  -0.006
C 0.736 2.298 1.183  0.187
C 2.461 -2.064 0.382  -0.626
O -0.857 1.189 2.466  -0.429
H -4.374 0.436 -0.129  0.344
C 1.240 0.527 -1.641  0.875
H 0.933 -0.179 -0.869  -0.627

Summary:
* ΔE to the lowest compared entry with this formula, charge and spin: 0.525 eV
* LUMO level: 0.8 eV
* strongest force on any atom: 1.022 eV/Å

=====

(3)
The following is a quantum chemistry calculation of 2 unconnected molecules or ions with the total composition C13H26BFIO6S in a non-equilibrium geometry, from OMol25.

Each line ends with the Mulliken charge.
Atoms and positions in Å:
O 5.720 -3.153 0.308  -0.551
C 3.202 -3.438 0.575  -0.422
H 3.503 -3.856 1.626  0.210
C -1.157 4.148 -2.345  -0.376
B -1.962 -1.258 1.465  0.671
H 1.601 -1.982 2.587  0.243
C -0.777 -0.568 -0.845  -0.640
H -0.171 3.942 -1.731  0.246
H 2.704 -1.515 -0.543  0.294
C -2.454 -1.176 3.065  -0.936
O -1.648 1.863 3.772  -0.569
H -0.761 -1.742 -1.058  0.408
S -0.641 1.774 2.560  1.199
F 2.802 -5.691 -0.698  -0.915
H 0.706 -2.582 1.041  0.234
H -1.498 1.072 -3.726  0.327
H 6.103 -2.315 -0.105  0.297
H -3.031 2.961 -3.128  0.240
H 2.292 -4.002 0.074  0.377
O -0.025 3.195 2.588  -0.563
H -0.885 4.437 -3.452  0.275
I 2.122 1.270 0.606  0.105
C 0.696 -0.229 1.443  -0.250
C 4.504 -3.554 -0.425  -0.436
H -3.587 -2.238 0.699  0.288
H 4.418 -2.827 -1.354  0.186
H -0.266 1.662 -2.426  0.313
H 0.228 -0.162 -1.340  0.213
H -2.500 -0.649 -2.339  0.335
C -1.982 5.409 -1.640  -0.912
H -1.555 -1.037 3.802  0.246
C 2.807 -1.813 0.609  -0.588
H -1.435 6.449 -1.833  0.307
C 1.404 -1.708 1.450  -0.357
C -0.845 -0.236 0.791  0.394
C -1.400 1.420 -2.608  -0.567
C -2.206 2.852 -2.305  -0.535
H -3.039 5.443 -2.156  0.248
C -1.999 0.202 -1.675  -0.604
H -2.616 2.807 -1.209  0.188
H 3.730 -1.291 1.130  0.270
H -2.126 5.235 -0.481  0.224
H 4.647 -4.653 -0.808  0.283
H -3.122 -0.189 3.118  0.300
O -2.595 -2.381 0.687  -0.590
O -1.275 1.177 1.058  -0.268
H -2.867 0.574 -0.951  0.340
H -3.186 -2.058 3.357  0.229
O 0.421 0.413 2.772  -0.411

Summary:
* ΔE to the lowest compared entry with this formula, charge and spin: 6.692 eV
* charge: -1
* LUMO level: 1.5 eV
* strongest force on any atom: 6.244 eV/Å

=====

(4)
The following is a quantum chemistry calculation of 4 unconnected molecules or ions with the total composition C13H26Cl2O9 in a non-equilibrium geometry, from OMol25.

Each line ends with the Mulliken charge.
Atoms and positions in Å:
C 1.266 0.374 3.455  -0.570
H 1.267 -0.692 3.246  0.199
H -3.571 -1.424 -8.423  0.281
H -0.401 1.064 -4.915  0.317
H 0.165 1.764 -0.880  0.337
C -1.544 2.922 -4.901  -0.959
H 2.081 3.332 7.067  0.317
H 0.293 0.650 3.858  0.353
H 1.449 0.969 2.561  0.304
C 1.089 -2.160 -0.515  -1.039
H -4.126 -0.038 -9.335  0.243
O -0.402 -4.514 0.894  -0.339
Cl -1.091 1.556 1.156  -0.158
C -2.276 0.620 -6.835  0.789
O 1.194 2.531 5.057  -0.612
H 1.884 -1.579 -0.036  0.273
C -3.769 -0.356 -8.353  -0.667
H 1.033 -1.975 -1.582  0.357
H 2.870 1.517 8.645  0.307
H -0.904 -6.476 0.347  0.251
H -1.021 3.320 -4.025  0.285
H 1.410 -3.190 -0.342  0.313
C -0.197 -1.976 0.275  0.243
H 4.525 2.042 8.401  0.286
H -1.000 -2.529 -0.234  0.343
H -2.460 2.490 -4.502  0.315
H 0.233 2.365 -5.903  0.272
C -0.690 1.871 -5.589  -0.278
C -0.383 -5.912 1.112  -0.715
C -0.095 -3.742 1.929  0.683
O -0.071 -2.451 1.605  -0.290
H -0.625 -0.976 0.302  -0.152
H 3.693 3.655 6.626  0.324
H -4.585 -0.136 -7.666  0.324
H -1.216 0.707 -1.081  0.284
H 0.645 -6.264 1.220  0.303
C -0.873 1.618 -0.599  -0.250
H -1.651 3.829 -5.496  0.302
O 2.970 1.719 6.180  -0.301
O -2.621 0.424 -8.090  -0.326
O 0.129 -4.103 3.044  -0.561
Cl -1.874 2.919 -1.276  -0.190
H -0.865 -6.142 2.067  0.309
O 2.279 0.679 4.417  -0.353
C 2.077 1.714 5.222  0.761
O -2.814 0.148 -5.874  -0.569
O -1.239 1.442 -6.821  -0.321
H 3.250 3.154 9.137  0.371
C 3.493 2.383 8.411  -1.106
C 3.067 2.861 7.037  -0.288

Summary:
* ΔE to the lowest compared entry with this formula, charge and spin: 0.726 eV
* LUMO level: 0.3 eV
* strongest force on any atom: 2.199 eV/Å

=====

Question: strongest force on any atom of number 2 (C13H25NO5)?
Answer: 1.022 eV/Å